Entry 1:
Formula: C26H39O20Pt
Source: OMol25
Level of theory: the ωB97M-V functional and the def2-TZVPD basis

Computed properties:
HOMO (spin up / spin down): -10.07 / -10.27 eV
E: -71785.06637 eV
expectation value of S²: 2.003
2S+1: 3
energy above the lowest of the compared OMol25 structures with the same formula, charge and spin: 0.0000 eV
Kohn-Sham gap (spin up / spin down): 8.75 / 8.66 eV
net charge: +1

Atoms and positions in Å:
1 Pt -0.56 0.48 -0.83
2 C -3.78 1.65 -3.11
3 C -2.66 1.22 -2.21
4 O -2.54 0.04 -1.78
5 O -1.76 2.04 -1.90
6 H -4.11 0.87 -3.79
7 H -3.43 2.46 -3.75
8 H -4.65 1.96 -2.52
9 C -1.61 0.49 5.51
10 C -2.36 -0.34 4.48
11 C -3.62 0.31 3.91
12 O -3.59 -0.04 2.53
13 C -2.33 -0.37 2.19
14 O -1.91 -0.48 1.09
15 O -1.55 -0.45 3.30
16 H -0.64 0.05 5.71
17 H -2.13 0.51 6.48
18 H -1.60 1.54 5.21
19 H -2.49 -1.34 4.91
20 H -3.59 1.39 4.04
21 H -4.53 -0.11 4.34
22 C -1.54 -6.55 -1.09
23 C -0.65 -5.47 -1.65
24 C -1.19 -4.87 -2.96
25 O -1.07 -3.46 -2.81
26 C -0.81 -3.19 -1.52
27 O -0.81 -2.10 -1.05
28 O -0.54 -4.31 -0.83
29 H -1.32 -6.76 -0.04
30 H -1.47 -7.48 -1.65
31 H -2.59 -6.26 -1.16
32 H 0.35 -5.89 -1.80
33 H -2.23 -5.14 -3.12
34 H -0.57 -5.22 -3.79
35 C 1.43 -3.43 -5.93
36 C 1.41 -1.94 -5.66
37 C 0.11 -1.24 -6.06
38 O -0.26 -0.52 -4.90
39 C 0.56 -0.79 -3.88
40 O 0.43 -0.32 -2.81
41 O 1.42 -1.76 -4.23
42 H 0.55 -3.91 -5.52
43 H 2.36 -3.87 -5.57
44 H 1.41 -3.63 -7.01
45 H 2.27 -1.44 -6.10
46 H -0.71 -1.94 -6.25
47 H 0.27 -0.57 -6.90
48 C -1.25 4.63 4.81
49 C -1.55 4.55 3.34
50 C -0.65 5.30 2.36
51 O -0.47 4.42 1.29
52 C -0.87 3.20 1.63
53 O -0.84 2.27 0.89
54 O -1.42 3.19 2.87
55 H -1.14 5.65 5.17
56 H -0.42 3.98 5.11
57 H -2.07 4.18 5.38
58 H -2.60 4.82 3.15
59 H 0.26 5.58 2.92
60 H -1.08 6.27 2.13
61 C 5.39 3.53 -2.12
62 C 4.18 3.71 -1.19
63 C 3.20 4.84 -1.50
64 O 1.92 4.18 -1.35
65 C 2.06 2.87 -1.31
66 O 1.16 2.09 -1.28
67 O 3.36 2.53 -1.31
68 H 5.28 2.53 -2.53
69 H 6.33 3.67 -1.60
70 H 5.36 4.30 -2.90
71 H 4.44 3.70 -0.13
72 H 3.36 5.19 -2.52
73 H 3.15 5.69 -0.83
74 C 1.88 -2.02 4.72
75 C 2.34 -1.90 3.29
76 C 1.82 -3.05 2.40
77 O 1.36 -2.41 1.22
78 C 1.28 -1.10 1.43
79 O 0.97 -0.31 0.60
80 O 1.62 -0.80 2.69
81 H 2.22 -2.95 5.19
82 H 0.79 -2.02 4.80
83 H 2.16 -1.20 5.38
84 H 3.40 -1.68 3.21
85 H 1.01 -3.55 2.91
86 H 2.67 -3.70 2.16


Entry 2:
Formula: C5H5NOS2
Source: OMol25
Level of theory: the ωB97M-V functional and the def2-TZVPD basis

Computed properties:
HOMO (spin up / spin down): -7.95 / -8.11 eV
E: -30469.22227 eV
energy above the lowest of the compared OMol25 structures with the same formula, charge and spin: 3.5096 eV
Kohn-Sham gap (spin up / spin down): 7.18 / 6.68 eV
net charge: 0

Atoms and positions in Å:
1 C -3.09 0.99 -2.50
2 C -2.19 0.28 -2.14
3 C -0.40 -0.25 -0.53
4 C -1.19 -0.54 -1.68
5 C 1.41 -0.89 1.00
6 N 0.52 -1.07 -0.14
7 O 0.61 -4.18 -2.93
8 S -0.93 -1.87 -2.79
9 S 0.55 -3.06 -2.05
10 H -3.91 1.54 -3.03
11 H -0.62 0.72 -0.02
12 H 0.69 -0.72 1.95
13 H 2.12 -1.75 1.23
14 H 1.91 0.12 0.86


Entry 3:
Formula: C20H43Cl2O12P
Source: OMol25
Level of theory: the ωB97M-V functional and the def2-TZVPD basis

Computed properties:
HOMO: -9.88 eV
E: -80340.93506 eV
energy above the lowest of the compared OMol25 structures with the same formula, charge and spin: 0.7559 eV
Kohn-Sham gap: 10.17 eV
net charge: 0

Atoms and positions in Å:
1 C 1.94 0.56 6.31
2 O 1.85 -0.01 5.01
3 P 3.15 0.14 3.95
4 O 4.50 0.31 4.55
5 O 3.07 -1.14 3.02
6 C 3.35 -2.38 3.60
7 O 2.61 1.36 2.88
8 C 2.10 2.54 3.38
9 H 1.89 -0.18 7.10
10 H 1.09 1.21 6.51
11 H 2.75 1.25 6.53
12 H 2.44 -2.77 4.05
13 H 3.95 -2.22 4.50
14 H 3.81 -3.11 2.93
15 H 1.10 2.72 2.98
16 H 2.76 3.34 3.06
17 H 2.02 2.49 4.47
18 C -3.44 7.01 -1.33
19 C -2.73 6.01 -0.37
20 O -2.40 4.64 -0.82
21 C -3.32 3.70 -1.09
22 C -2.59 2.41 -1.45
23 O -4.54 3.76 -0.91
24 H -4.03 7.71 -0.73
25 H -4.11 6.40 -1.93
26 H -2.74 7.45 -2.04
27 H -1.86 6.55 0.00
28 H -3.17 5.76 0.60
29 H -2.26 2.48 -2.49
30 H -3.30 1.58 -1.43
31 H -1.65 2.24 -0.93
32 C -0.34 -5.02 -1.49
33 C -0.76 -4.63 -2.92
34 O -0.83 -3.30 -2.94
35 C -1.25 -2.74 -3.98
36 C -0.77 -1.29 -4.02
37 O -1.94 -3.21 -4.81
38 H 0.63 -4.58 -1.25
39 H -0.23 -6.08 -1.24
40 H -0.99 -4.50 -0.79
41 H -0.11 -4.96 -3.72
42 H -1.68 -5.20 -3.05
43 H -0.21 -1.10 -3.11
44 H -1.54 -0.52 -4.09
45 H -0.10 -1.17 -4.87
46 C 7.98 0.51 1.45
47 C 6.97 -0.40 2.18
48 O 5.69 -0.54 1.63
49 C 5.40 -1.31 0.53
50 C 4.04 -0.96 -0.14
51 O 6.30 -2.03 -0.01
52 H 7.46 1.45 1.30
53 H 8.25 0.06 0.50
54 H 8.86 0.82 2.03
55 H 7.39 -1.41 2.22
56 H 6.66 -0.16 3.19
57 H 4.12 -0.62 -1.17
58 H 3.59 -0.18 0.47
59 H 3.29 -1.74 -0.18
60 C -4.47 -2.50 -1.17
61 C -4.34 -1.24 -2.05
62 O -5.68 -0.98 -2.60
63 C -5.87 -0.16 -3.62
64 C -7.36 0.26 -3.82
65 O -5.11 0.04 -4.53
66 H -3.53 -2.75 -0.68
67 H -4.93 -3.35 -1.68
68 H -5.31 -2.28 -0.50
69 H -4.11 -0.36 -1.45
70 H -3.64 -1.48 -2.86
71 H -7.57 1.33 -3.84
72 H -7.93 -0.24 -3.04
73 H -7.59 -0.04 -4.84
74 Cl -0.61 0.95 1.06
75 C -0.03 -0.69 1.08
76 Cl -1.18 -1.74 0.24
77 H 0.94 -0.80 0.59
78 H 0.24 -0.97 2.10


Entry 4:
Formula: C3H5N3O
Source: OMol25
Level of theory: the ωB97M-V functional and the def2-TZVPD basis

Computed properties:
HOMO (spin up / spin down): -20.63 / -21.01 eV
E: -9681.90759 eV
energy above the lowest of the compared OMol25 structures with the same formula, charge and spin: 4.6971 eV
Kohn-Sham gap (spin up / spin down): 7.48 / 7.92 eV
net charge: +2

Atoms and positions in Å:
1 C 0.69 -1.57 -0.72
2 C 0.05 0.50 -0.12
3 C -0.51 1.73 0.17
4 N 0.34 -1.95 0.44
5 N 0.48 -0.28 -1.06
6 N -0.08 -1.27 1.35
7 O -0.92 -1.02 2.13
8 H 1.33 -2.35 -1.22
9 H 0.32 2.37 0.80
10 H -1.29 1.56 0.98
11 H -0.98 2.22 -0.69
12 H 0.56 0.06 -2.06


Q: Among the records above, which one has the highest E?
A: C3H5N3O